No. 1
Molecular formula: C26H44EuN10O7S2
Method: DFT, the ωB97M-V functional and the def2-TZVPD basis

Atoms and positions in Å:
C: -2.19154 0.02575 5.81176
C: 0.14763 -2.64804 2.86283
C: 2.23369 -3.58110 3.52635
H: -1.68328 4.33503 -2.71549
H: -1.55208 -3.95604 2.86830
O: -0.45125 -2.02412 -0.58184
H: 0.62732 0.88239 3.30252
H: -1.44324 1.66035 6.97834
H: 7.03934 0.51986 -1.10652
C: -1.31922 1.07258 6.07848
H: -2.71979 -1.53613 4.42807
H: -3.63837 2.03281 1.55722
O: 2.15247 3.89568 -0.20020
H: -2.68259 4.86156 -0.66290
H: -3.77892 -2.14062 -3.32140
N: -1.68429 1.92169 0.73800
N: -2.64698 -0.38290 -0.59637
H: 0.02235 -0.58552 -3.57692
H: 1.96369 -1.52107 2.94887
S: 1.97929 2.50877 -0.42659
N: 0.81532 -1.97458 -0.69902
H: 0.38387 2.19286 5.40844
O: 1.07393 1.81830 0.48820
H: 4.47095 -2.26832 -1.71670
C: -2.36857 3.81936 -0.74510
H: 3.29643 -3.47737 3.70210
H: -1.79641 -1.80637 -4.45849
H: -0.49025 1.20371 -4.67048
C: -2.01381 1.90208 -3.35544
H: 2.38596 0.99360 -3.47651
C: 5.07669 0.14618 -0.27413
N: 2.16225 0.05397 -3.79048
S: -0.86672 -1.31247 2.22605
H: -2.72789 0.58941 1.97493
C: 2.66348 -1.31124 -1.84954
C: -0.48948 -3.86187 3.06204
C: -3.17621 -1.33900 -2.88880
N: 2.67051 -0.09213 -0.96925
H: -0.98389 1.75888 1.45248
O: 3.44573 1.84644 -0.12038
O: 1.63109 2.13843 -1.79938
H: -3.60433 -0.39769 -3.23884
H: 5.37823 0.59083 0.67519
H: -2.18169 -0.86927 0.16437
H: -0.79078 3.80579 0.69930
H: 5.83675 1.74305 -1.53190
H: 5.14373 -0.93339 -0.18940
C: -3.61104 0.52195 0.03537
H: -0.23277 -5.90276 3.66729
C: 5.99847 0.67613 -1.38219
H: -2.98851 -0.20399 6.50595
H: -2.86893 -2.41280 -1.07993
C: -1.75079 -1.50915 -3.40444
H: -2.41150 3.79361 1.40187
H: 2.19955 -5.66149 4.03640
C: 0.25014 -4.94927 3.50280
C: 1.49982 -2.48607 3.10633
H: 5.82385 0.16280 -2.32906
N: -1.07842 2.35128 -2.31884
H: -4.45635 -0.03118 0.46240
H: -2.05423 0.41701 -4.91195
H: -0.15963 2.39267 -2.75091
N: 3.49189 -2.42689 -1.53175
C: -1.01333 -0.40589 3.77885
H: -4.37065 -1.49059 -1.12563
H: 2.31104 -0.01065 -4.78787
C: -1.35873 0.78533 -4.15301
H: -2.27776 2.72521 -4.02887
H: -3.25528 3.23209 -0.99338
C: -0.14149 0.64232 4.02725
H: -2.92380 1.54306 -2.87287
H: -0.40065 4.15194 -1.51266
O: 1.53355 -2.23100 0.27199
C: -2.93763 1.29017 1.16440
C: -2.04149 -0.72075 4.65362
N: 1.24209 -1.61401 -1.84940
N: 3.01546 -0.90739 -3.19616
N: -0.91006 -0.30312 -3.27200
Eu: 0.02123 0.35510 -0.87818
C: 3.64766 0.54698 -0.49782
H: 3.33409 -2.75447 -0.59270
H: -4.01008 1.20154 -0.72069
C: -1.34371 3.73021 -1.86757
C: -3.30626 -1.45826 -1.37603
O: -0.03123 -0.37318 1.38879
H: -1.26236 -2.30741 -2.84655
C: -0.29545 1.37918 5.19207
H: 3.98288 -0.61049 -3.22114
C: -1.79187 3.38211 0.59659
C: 1.61317 -4.81000 3.71781

Multiplicity ... 7
Lowest unoccupied orbital energy (spin up / spin down) ... -3.363 / -1.988 eV
HOMO (spin up / spin down) ... -0.4298 / -0.4303 hartree
ΔE to the lowest compared entry with this formula, charge and spin ... 0.0 kJ/mol
⟨S²⟩ ... 12.012
Total energy ... -3597.87421 a.u.
Total charge ... +1
Strongest force on any atom ... 2.779 eV Å⁻¹

***

No. 2
Molecular formula: C26H44N7OW
Method: DFT, the ωB97M-V functional and the def2-TZVPD basis

Atoms and positions in Å:
H: 0.03365 -0.05531 4.12748
H: 0.58037 3.08866 2.27367
H: 1.04787 -1.19000 -2.28607
H: -1.65935 -2.32895 0.27861
H: 2.49288 -0.14198 3.35000
C: -0.25207 -3.15944 -0.91029
N: -0.67351 -0.04184 2.12498
H: 0.65657 1.34293 -4.30647
C: -0.65849 1.16038 -1.71083
C: -1.60555 -1.11763 2.60352
H: -0.40239 -4.22131 -0.70548
H: 1.85475 -3.28132 -0.47475
C: 1.21216 2.85519 1.42034
H: 4.45083 -2.04899 -0.33800
H: 2.56132 -2.36554 1.11475
H: 4.36815 -0.32295 -0.24759
H: 3.24199 -1.92664 -2.26701
N: -0.64137 -2.33739 0.26784
C: 0.62231 1.79021 -2.20663
W: 0.05409 -0.11269 -0.03796
C: -1.16169 -0.15122 -2.00058
C: 1.06230 4.22642 -3.16490
H: -2.00721 -0.79588 3.56704
N: -0.88995 3.57470 -1.88376
H: 0.55430 1.30890 3.16445
C: 3.74608 -1.21788 -0.28509
C: -1.47089 3.73507 0.90738
H: -3.27280 1.92155 -2.34012
H: 1.60107 0.19166 -3.38950
H: -0.89835 -2.89902 -1.74691
C: 1.31413 1.23877 -3.44301
C: 2.89454 -1.17795 -1.55216
H: -1.79422 -3.15805 3.03728
H: -0.79790 4.55931 1.14573
O: -2.12041 0.00958 0.01346
H: 1.46308 -3.36776 -2.18107
H: -2.38623 4.12556 0.47534
H: -2.44011 -1.13923 1.90989
C: -0.82395 2.73970 0.02543
C: 3.01278 -1.38101 1.02410
H: 3.74398 -1.30827 1.83298
H: 2.12116 4.12121 -2.92367
H: -3.56685 -1.30230 -2.50895
H: 3.33449 1.62575 0.08992
H: 2.84697 3.06089 -0.75839
C: -1.47935 2.35723 -1.24082
N: 1.93790 -0.37307 1.30960
H: 0.72694 5.24021 -2.96564
C: 0.38260 0.23991 3.13634
C: 1.18874 -2.88770 -1.23942
H: 1.59531 3.81072 1.05234
H: 2.99294 -0.21574 -2.03843
N: 1.42504 -1.41284 -1.36588
H: -0.30411 -2.50936 3.62568
H: 0.96363 4.03632 -4.23723
H: -3.52781 1.92909 -0.57910
H: 2.07809 2.31487 1.79511
C: 0.44864 2.15970 0.29815
N: -0.73874 -1.57551 -4.10212
C: 1.28740 1.60605 -0.81412
H: -1.71749 3.25607 1.86405
H: -0.46728 -4.09259 1.42055
H: 3.28082 1.63291 -1.66114
C: -0.93186 -0.90067 -3.19126
C: -0.24925 -3.02884 1.53407
H: 1.54684 -1.56733 2.98716
H: 0.82813 -2.94503 1.62989
H: -1.25800 0.79014 2.06904
H: 2.38657 0.53171 1.18875
C: 0.22833 3.24923 -2.41708
C: -2.98940 2.39692 -1.39967
N: -3.41293 -1.05521 -1.53880
H: -3.30462 3.43504 -1.47528
C: 2.76089 1.97108 -0.76842
C: -0.97664 -2.48737 2.76767
H: 2.21945 1.80459 -3.65835
C: 1.64028 -0.50537 2.77215
H: -4.18426 -1.17533 -0.89307
C: -2.33260 -0.41242 -1.17085

Multiplicity ... 1
Lowest unoccupied orbital energy ... -9.779 eV
HOMO ... -0.6486 hartree
ΔE to the lowest compared entry with this formula, charge and spin ... 0.0 kJ/mol
Total energy ... -1541.80532 a.u.
Total charge ... +3
Strongest force on any atom ... 0.939 eV Å⁻¹

***

No. 3
Molecular formula: C26H45As3N2O3SSc
Method: DFT, the ωB97M-V functional and the def2-TZVPD basis

Atoms and positions in Å:
H: -1.00184 0.45742 -4.87705
H: 2.65955 5.39228 -3.43887
C: 3.34927 1.34883 -2.62348
H: 3.53738 -0.79067 2.78343
H: -2.07630 -3.64372 4.16079
C: 3.64367 5.10583 -3.06454
H: -2.72812 -1.47024 -1.10181
H: 3.05000 2.72292 -4.22430
H: -2.91842 -4.40735 2.80428
C: -4.52543 -1.98216 3.82083
H: -5.18439 -1.38182 4.44629
H: 4.10189 4.46985 -0.44921
C: -1.30686 2.23999 -3.69410
N: -0.16786 0.79038 -1.64043
H: -1.97837 4.39111 1.34922
H: 1.46882 0.90041 3.83685
H: -5.01567 -2.16478 2.86423
C: 5.01957 -1.17442 -1.68723
C: -2.36961 -2.42618 -1.47239
H: 0.02643 -4.05502 -2.90374
As: -0.63417 -2.90943 -0.73002
H: 3.24790 -2.35844 2.00001
C: 0.10439 -2.75942 2.84742
H: 3.98441 5.87603 -2.37564
O: 2.56969 -1.13359 -0.66053
As: -2.87687 -0.96857 3.58265
H: -2.33648 5.75302 -1.30187
H: -3.14781 2.97807 -0.77608
H: -1.67276 -1.14891 1.36456
C: -1.14207 2.81720 -2.43813
O: -2.02055 3.63305 0.75784
H: 5.10938 -2.21530 -1.37070
C: -0.89490 0.92982 -3.90839
H: 3.15991 0.48120 -3.24341
As: 1.06309 -1.10116 2.37783
H: -3.05408 -2.24026 1.39196
S: 3.95580 -0.35032 -0.53262
H: 4.32261 5.08165 -3.92048
H: 0.04346 -0.75978 -3.00661
C: -1.25682 -3.12573 2.21033
H: 0.81943 -3.55593 2.65658
C: -3.66685 0.48383 2.53263
O: -0.76734 5.02833 -3.05649
H: 1.00490 -0.52497 4.77845
H: -0.28227 -4.66266 1.00320
H: -1.72947 2.82577 -4.50467
H: -0.44823 2.47348 -0.44263
Sc: 0.75580 -0.63741 -0.25409
H: -4.34263 -2.92522 4.33068
C: 3.68852 1.21904 -1.27226
C: -2.87266 3.93267 -0.34145
C: 0.78031 0.06491 3.89949
C: -0.18004 -4.39342 -1.89332
H: 4.23858 2.22277 0.56021
H: 0.00211 -2.67936 3.92367
C: -1.93931 -4.10439 3.18251
H: -3.08232 -3.20244 -1.21709
N: -2.24303 4.74846 -1.35056
C: -1.36907 4.31088 -2.28775
H: 2.89696 -2.14015 3.72139
H: -1.33552 -5.00633 3.31953
H: -0.23803 0.42181 3.95400
H: 5.98694 -0.67360 -1.58931
C: 2.88770 -1.65970 2.75074
C: -1.06036 -3.90811 0.90041
H: 0.68121 -4.93324 -1.51134
H: -2.27219 -2.38102 -2.55267
C: -0.57770 2.05812 -1.43459
C: 3.87903 3.59677 -1.05403
C: -0.31579 0.24907 -2.86715
C: -2.18214 -1.92027 1.96929
H: -2.90303 1.13897 2.11235
H: -1.97943 -4.42940 0.64577
C: 3.28850 2.61124 -3.17054
H: -3.77831 4.43666 -0.02060
C: 3.94401 2.33662 -0.47957
H: -4.29897 1.08323 3.18788
C: 3.59223 3.75666 -2.41065
H: 4.64279 -1.09523 -2.70310
H: -4.28717 0.07775 1.72949
H: -1.04501 -5.04597 -1.90129

Multiplicity ... 1
Lowest unoccupied orbital energy ... -9.396 eV
HOMO ... -0.5762 hartree
ΔE to the lowest compared entry with this formula, charge and spin ... 0.0 kJ/mol
Total energy ... -9218.31890 a.u.
Total charge ... +3
Strongest force on any atom ... 0.713 eV Å⁻¹

***

No. 4
Molecular formula: C26H45ClCoNPS
Method: DFT, the ωB97M-V functional and the def2-TZVPD basis

Atoms and positions in Å:
H: 4.34220 1.31240 -2.83101
C: 4.20730 0.10270 0.43259
H: -1.64490 -3.05980 -2.09361
C: -0.77410 -2.25950 -3.90381
H: -1.13750 1.03830 -2.87111
H: 1.13410 -1.78680 -1.90491
H: 0.16600 -2.38400 -0.56281
C: 0.00000 0.00000 5.46549
H: -2.66730 1.38120 0.16509
H: 0.94270 3.30430 -1.22561
H: -2.81790 5.40420 -1.39411
H: -1.35490 -2.92380 -4.55441
Co: 0.00000 0.00000 2.14979
C: -0.12660 3.18120 -1.42441
H: -1.33450 -1.90080 4.53639
C: -0.82480 4.54680 -1.31651
C: -1.21430 -2.06990 1.71439
C: -2.30100 -2.44940 2.68729
H: -2.79660 3.82560 0.53129
C: -2.34250 4.42170 -1.49761
C: 0.10530 -1.92270 -1.54831
H: -0.40610 5.23490 -2.06061
H: -2.55930 4.06910 -2.51661
C: -2.25980 2.06280 -0.59261
H: -1.82420 1.72880 2.47869
H: 1.24210 -2.77140 3.71429
H: 2.07360 1.77960 0.11259
H: 0.22540 -2.16750 -4.35251
C: -0.63420 -3.85040 3.92409
H: -2.54840 -3.18050 4.70849
H: -2.49100 1.62650 -1.57211
H: -0.57660 2.66550 0.58459
H: -3.05200 -1.65350 2.76339
H: 1.09260 -4.15400 2.63669
H: -2.62800 0.07900 2.25069
H: 1.91390 1.64550 -2.40961
H: 2.33790 -0.06370 -2.33061
C: -0.64310 -2.86460 -2.50251
H: 4.08620 2.25290 -1.36001
C: -1.42350 -0.87330 -3.83721
C: 3.96120 1.25580 -1.80431
C: 0.09810 -2.43620 1.93589
C: -0.65620 0.05960 -2.88791
H: 4.75370 -0.66530 0.99189
H: 2.35250 -0.26610 1.45959
H: -0.22760 2.80130 -2.44801
H: -1.53250 -1.79030 0.71459
H: 5.82100 0.51510 -0.96051
H: -1.05520 -4.74560 3.44539
H: -2.46010 -0.97120 -3.48401
C: -1.69910 0.65810 2.27609
H: -0.61140 4.97340 -0.32711
C: -1.74320 -2.80330 4.06819
C: -0.58590 -0.54860 -1.47051
C: 0.53640 -3.31610 3.08059
C: 4.76240 0.23160 -0.99111
H: -4.01900 3.33000 -0.64281
H: 4.70910 -0.74610 -1.49201
H: -1.46890 -0.42250 -4.83581
C: 1.92130 0.81440 -0.39221
S: 0.00000 0.00000 7.08539
C: 2.71120 -0.23430 0.41789
H: -0.12530 -3.82990 -2.54711
H: 0.35800 0.20830 -3.27221
H: -1.62280 -0.71310 -1.13581
N: 0.00000 0.00000 4.14979
H: -0.26430 -4.15810 4.90779
P: 0.09740 0.56840 -0.13461
C: 2.46550 0.90290 -1.82671
H: -2.83660 -3.31550 2.26559
H: 0.81590 -2.35380 1.12349
C: -0.74030 2.21050 -0.40081
C: -2.93890 3.43520 -0.48531
H: 2.55710 -1.23300 -0.01201
H: 4.34420 1.05000 0.97029
Cl: 0.83630 2.20690 2.46559

Multiplicity ... 5
Lowest unoccupied orbital energy (spin up / spin down) ... 2.538 / 2.534 eV
HOMO (spin up / spin down) ... -0.1174 / -0.1615 hartree
⟨S²⟩ ... 6.021
Total energy ... -3654.93333 a.u.
Total charge ... -1
Strongest force on any atom ... 11.172 eV Å⁻¹